An isolated molecule of C23H26N4O2S. Source: the Open Molecules 2025 dataset; level of theory: the ωB97M-V functional and the def2-TZVPD basis.

The geometry in XYZ format:
```
56
Properties=species:S:1:pos:R:3:forces:R:3
C -1.97611 -3.07294 -3.34801 0.0 0.1 0.0
C -2.38164 -2.44892 -2.04855 0.1 0.0 0.1
C -3.67375 -1.96286 -1.87067 0.0 0.1 0.1
C -4.03929 -1.35390 -0.68387 -0.2 0.0 -0.1
C -3.10886 -1.24018 0.33003 -0.1 0.2 0.6
C -1.82634 -1.72906 0.18425 0.1 0.0 0.1
C -1.46596 -2.32938 -1.00825 -0.2 0.0 0.0
H -0.45863 -2.69512 -1.13254 0.1 0.0 0.0
H -1.12239 -1.63267 0.99377 0.1 0.0 0.1
S -3.58888 -0.38053 1.82086 -0.5 0.2 -0.1
O -4.90044 -0.78656 2.23594 -0.1 0.0 -0.3
O -2.52619 -0.42679 2.77600 0.3 0.0 -0.4
N -3.80681 1.20835 1.29303 -0.2 -0.7 0.5
C -2.93793 1.79829 0.38613 0.6 0.3 -0.4
C -1.60162 1.42106 0.37994 0.1 0.2 -0.1
C -0.72074 1.95478 -0.55262 -0.5 0.1 0.0
C -1.17507 2.91024 -1.45939 0.1 -0.1 0.1
C -2.49733 3.31288 -1.42663 -0.1 0.0 0.0
C -3.38358 2.75700 -0.52187 -0.1 -0.1 0.1
H -4.41976 3.06317 -0.51317 -0.1 0.0 0.0
H -2.84957 4.05703 -2.12608 0.0 0.0 -0.1
H -0.50491 3.32184 -2.19916 0.1 0.0 -0.1
C 0.65973 1.46436 -0.57974 0.6 0.2 -0.2
N 0.84135 0.19026 -0.26224 -1.0 0.5 0.0
N 2.01301 -0.35102 -0.26593 1.0 -0.5 0.1
C 3.11353 0.34663 -0.58836 -0.5 0.5 -0.2
N 4.28153 -0.34349 -0.61812 0.2 -0.3 -0.2
C 5.55268 0.31942 -0.79141 0.0 0.4 0.1
H 5.45847 1.07056 -1.57895 0.1 -0.1 0.0
C 6.04038 0.97060 0.51077 0.1 -0.1 -0.1
C 6.84329 0.03357 1.42221 0.0 -0.1 0.0
C 6.42847 -1.44272 1.39702 -0.1 0.1 0.2
H 6.88289 -1.93897 0.53602 0.0 -0.1 0.0
C 4.92057 -1.69888 1.36575 0.2 -0.2 -0.3
H 4.72538 -2.69023 1.77867 -0.1 0.0 0.0
H 4.39735 -0.97368 1.98979 -0.1 0.0 0.1
C 4.33087 -1.67125 -0.04881 -0.2 -0.3 0.3
H 4.93151 -2.30729 -0.70859 0.0 0.0 0.0
H 3.30659 -2.04339 -0.02647 0.3 -0.1 -0.1
H 6.85097 -1.91347 2.28747 0.1 -0.1 -0.1
H 7.89925 0.08476 1.14648 0.0 0.1 0.1
H 6.76063 0.40862 2.44441 0.1 0.0 0.0
H 6.66101 1.83724 0.27481 0.0 0.1 0.0
H 5.16176 1.33938 1.04441 0.0 0.1 0.0
H 6.27444 -0.42294 -1.13816 0.0 0.0 -0.1
C 3.00704 1.72155 -0.91110 -0.1 -0.1 0.1
C 1.75666 2.28003 -0.91219 -0.1 -0.4 0.1
H 1.61670 3.32922 -1.12650 0.0 0.1 0.0
H 3.87403 2.32464 -1.12872 0.1 0.0 0.0
H -1.24031 0.71931 1.11068 0.1 0.0 0.1
H -4.77985 1.45566 1.20616 -0.1 -0.2 0.1
H -5.03877 -0.97810 -0.52889 -0.2 0.0 -0.1
H -4.39552 -2.05903 -2.66877 -0.1 0.0 -0.1
H -1.52211 -2.31849 -3.99082 0.0 0.0 -0.1
H -2.83585 -3.48786 -3.86820 0.0 -0.1 -0.1
H -1.24313 -3.85948 -3.18709 0.0 -0.1 0.0
```
Positions in Å, forces in eV/Å.

The spin multiplicity is 1. For the HOMO energy, the calculation gives -0.2906 Eh. For the energy above the lowest of the compared OMol25 structures with the same formula, charge and spin, the calculation gives 289.4 kJ/mol. The value obtained for the HOMO-LUMO gap is 8.5503 eV. Its charge is 0. Its SMILES is Cc1ccc(S(=O)(=O)Nc2cccc(-c3ccc(N4CCCCCC4)nn3)c2)cc1. The value obtained for the total energy is -1659.7099 Eh. Its lowest unoccupied orbital energy is 0.64 eV.

Charge distribution, Mulliken scheme, values in e:
1 C -1.46
2 C 0.81
3 C -0.72
4 C -0.78
5 C 0.36
6 C -0.10
7 C -0.67
8 H 0.41
9 H 0.44
10 S 1.25
11 O -0.74
12 O -0.65
13 N -0.25
14 C -0.06
15 C 0.21
16 C 0.53
17 C -0.89
18 C -0.74
19 C -0.96
20 H 0.36
21 H 0.39
22 H 0.47
23 C -0.03
24 N 0.13
25 N -0.80
26 C 0.86
27 N 0.00
28 C -1.40
29 H 0.45
30 C -0.43
31 C -0.75
32 C -0.64
33 H 0.28
34 C -0.66
35 H 0.40
36 H 0.35
37 C -0.75
38 H 0.36
39 H 0.34
40 H 0.36
41 H 0.32
42 H 0.33
43 H 0.42
44 H 0.39
45 H 0.54
46 C -0.21
47 C -1.12
48 H 0.46
49 H 0.31
50 H 1.16
51 H 0.29
52 H 0.42
53 H 0.37
54 H 0.28
55 H 0.39
56 H 0.37